[1]
Density functional theory data (wB97M-V/def2-TZVPD) for a molecular structure, C2H8Cl2Si2.

Summary:
- energy above the lowest of the compared OMol25 structures with the same formula, charge and spin (kcal/mol) = 35.0
- orbital gap (eV) = 10.644
- HOMO level (hartree) = -0.3747
- calculated total energy (eV) = -43005.5870

Structure (ORCA input):
```
! wB97M-V def2-TZVPD RIJCOSX def2/J DEFGRID3
* xyz 0 1
C -1.385 -0.407 -1.969
Si 0.194 -0.188 1.213
H 0.755 -1.292 2.162
H -1.332 -0.535 -3.140
H -2.322 -0.846 -1.670
H 0.585 2.439 1.487
Cl 1.691 -0.125 -2.054
H -1.556 -0.203 1.738
Si 0.180 -0.817 -0.976
H -1.406 0.687 -1.694
C 0.973 1.442 1.827
H 1.233 1.270 2.835
Cl 0.376 -2.838 -1.110
H 2.014 1.414 1.353
*
```

[2]
Density functional theory data (wB97M-V/def2-TZVPD) for a molecular structure, C36H33IrN7S4Si.

Summary:
- energy above the lowest of the compared OMol25 structures with the same formula, charge and spin (kcal/mol) = 78.4
- orbital gap (spin up / spin down) (eV) = 4.470 / 4.724
- HOMO level (spin up / spin down) (hartree) = -0.4637 / -0.4637
- calculated total energy (eV) = -102343.3535

Structure (ORCA input):
```
! wB97M-V def2-TZVPD RIJCOSX def2/J DEFGRID3
* xyz 2 2
C -3.910 0.010 -1.836
C -4.618 0.512 -0.739
C -2.513 -0.086 -1.702
C -6.162 -0.714 -4.695
H 1.300 1.335 2.571
H 1.001 -3.032 2.996
C 0.471 2.273 4.948
H -0.033 -7.292 -3.252
H 4.848 0.401 -2.822
H -5.687 0.633 -0.777
H -4.973 -1.503 -6.366
C 0.146 -2.640 -0.698
C 1.195 2.989 7.034
S -1.892 4.469 -0.966
C -0.923 3.230 -0.918
H 4.948 2.073 -3.307
C 0.202 -2.787 -3.410
H -0.908 3.005 6.452
S 2.206 2.046 4.880
N -0.119 2.360 -0.893
C -0.357 1.927 3.829
H -4.432 2.211 3.519
H 1.777 3.563 -2.398
N -0.464 1.058 1.596
H 0.239 -1.447 2.704
Si 3.410 1.924 -1.367
N 0.287 -1.495 -1.399
H 0.009 -4.745 -0.644
H 0.062 -2.540 0.375
C 3.943 -1.005 -0.191
S -0.356 -5.301 -5.035
C 2.720 -0.334 -0.029
C -1.750 2.056 3.839
N 1.837 -0.728 0.912
C 3.362 -2.363 1.686
H 5.170 -2.588 0.550
H 1.106 3.381 8.030
H 4.159 2.093 1.035
H 1.598 -1.605 3.818
H 0.443 -0.672 -3.302
C 2.388 2.635 6.468
N -1.841 0.263 -0.623
S -3.631 -1.008 -4.413
C 4.261 1.305 -2.965
H 5.382 1.268 0.088
C 1.179 -1.964 2.878
C -2.529 0.742 0.449
C 4.246 -2.042 0.667
C 2.536 3.587 -1.625
C -3.920 1.793 2.666
H -7.143 -0.712 -5.134
H 0.463 -6.514 -1.799
H -5.677 1.531 1.512
N 0.053 -6.441 -2.717
N 2.261 0.691 -0.774
H 3.275 4.319 -1.931
H -1.939 -0.458 -2.539
H -6.648 0.082 -2.726
Ir 0.275 0.494 -0.610
H 3.601 -3.120 2.413
C 0.321 -1.599 -2.751
C -0.020 -5.256 -3.362
C -2.498 1.669 2.731
C 4.664 2.082 0.073
H 4.586 -0.739 -1.009
H -2.257 2.460 4.701
H 0.197 -2.805 -4.488
C 0.100 -3.878 -1.276
H 3.368 2.686 6.903
C 0.226 1.429 2.640
C -5.888 -0.284 -3.393
C -5.043 -1.132 -5.362
C -3.939 0.878 0.419
H 5.225 3.005 -0.020
C -4.605 1.419 1.562
C -4.548 -0.369 -3.064
C 0.107 2.785 6.179
H 2.077 3.954 -0.712
C -1.812 1.148 1.601
H 3.551 1.115 -3.765
C 0.105 -4.010 -2.691
C 2.145 -1.681 1.775
*
```

[3]
Density functional theory data (wB97M-V/def2-TZVPD) for 2 unconnected molecules or ions with the total composition C3H8N2OS.

Summary:
- energy above the lowest of the compared OMol25 structures with the same formula, charge and spin (kcal/mol) = 124.9
- orbital gap (eV) = 4.818
- HOMO level (hartree) = -0.2844
- calculated total energy (eV) = -19099.0870

Structure (ORCA input):
```
! wB97M-V def2-TZVPD RIJCOSX def2/J DEFGRID3
* xyz 0 1
H -0.572 -1.446 -0.608
N -0.103 1.883 -0.257
H 2.388 -1.094 1.442
H -0.874 0.310 1.000
S -2.824 -0.534 -0.276
H 0.874 2.095 -0.433
N 1.424 -1.141 1.143
C 1.208 -0.238 0.082
H 0.055 -0.211 -1.866
C 0.013 -0.557 -0.846
H 1.146 -2.086 0.933
H -0.532 2.582 0.332
H -4.136 -0.539 -0.460
C -0.236 0.553 0.160
O 2.169 0.421 -0.345
*
```

[4]
Density functional theory data (wB97M-V/def2-TZVPD) for a molecular structure, C44H40CoN4O4.

Summary:
- energy above the lowest of the compared OMol25 structures with the same formula, charge and spin (kcal/mol) = 4.1
- orbital gap (spin up / spin down) (eV) = 5.808 / 5.872
- HOMO level (spin up / spin down) (hartree) = -0.2313 / -0.2337
- calculated total energy (eV) = -98056.6712

Structure (ORCA input):
```
! wB97M-V def2-TZVPD RIJCOSX def2/J DEFGRID3
* xyz 0 2
C -4.443 3.371 0.843
C -2.482 3.081 -2.829
H -6.225 -0.202 0.833
H -5.811 2.860 -3.438
C -4.793 3.222 -3.512
C 2.204 2.375 1.780
H -4.958 -0.388 -0.372
C -1.688 -3.033 0.047
H -3.208 -1.488 0.178
N 0.115 1.299 1.430
H 3.962 1.184 1.578
H -5.268 4.747 -4.944
N 2.719 -3.465 0.489
C -1.051 3.489 -0.839
H -2.004 0.594 -1.959
H -1.666 3.161 3.963
H -2.112 4.110 2.539
C 0.896 1.059 -4.670
C -0.225 1.571 -4.025
O -1.869 1.289 -1.305
H -5.805 1.147 -0.219
H -4.987 3.144 -0.076
C -0.348 -3.291 0.178
O 8.544 -6.262 0.327
C 0.807 2.385 1.719
H -4.628 -1.948 1.864
H -1.178 1.596 -4.542
C -2.184 4.152 -3.670
H 1.188 2.438 -1.080
C 1.100 2.039 -2.084
C 6.440 -3.354 0.629
H 2.731 3.293 2.000
C 2.219 1.531 -2.724
H -2.807 0.133 5.122
Co -1.851 1.339 0.982
H 6.592 -2.283 0.712
H -3.281 -1.995 3.004
C -3.840 0.005 2.380
C 2.878 1.206 1.543
C 3.949 -3.054 0.682
C 1.935 -2.352 0.670
H -1.168 4.526 -3.709
C -4.169 -1.426 2.708
O -0.466 4.507 -1.179
H 0.069 -4.272 -0.012
C 7.552 -4.164 0.541
C -2.921 0.820 3.092
C 5.013 -5.267 0.461
C -3.911 2.136 1.508
H 3.176 1.528 -2.214
C 2.121 1.037 -4.020
C -5.391 0.314 0.351
H -2.938 5.581 -5.072
O -1.449 3.188 0.338
C 2.154 0.044 1.240
C -2.482 3.390 3.272
C -4.392 0.789 1.370
C 7.399 -5.543 0.410
H 2.997 0.644 -4.522
N 3.991 -1.717 0.979
N -1.374 -0.751 0.669
H -4.877 -1.497 3.541
C 5.152 -3.892 0.594
H 8.553 -3.752 0.564
H -4.040 1.823 -2.067
C 8.425 -7.670 0.187
C 0.761 0.146 1.175
H -5.131 3.899 1.513
C 0.506 -2.245 0.554
H 4.015 -5.685 0.429
C -2.162 -1.738 0.295
H -1.424 1.105 4.620
C -3.181 4.745 -4.426
H 0.233 3.287 1.886
H 4.817 -1.188 1.194
H -1.582 -0.565 4.072
C -0.061 -0.995 0.800
C -0.135 2.065 -2.728
C -3.004 2.150 2.602
C -3.792 2.628 -2.748
H 5.980 -7.161 0.266
H -3.269 3.884 3.852
H 7.895 -7.932 -0.731
C -1.389 2.470 -1.963
H 0.811 0.682 -5.682
C -4.490 4.280 -4.354
C 2.697 -1.254 0.974
H -2.382 -3.807 -0.253
C -2.140 0.353 4.284
H -3.638 4.060 0.585
C 6.122 -6.096 0.369
H 7.910 -8.110 1.043
H 9.438 -8.056 0.139
*
```